No. 1
DFT (the ωB97M-V functional and the def2-TZVPD basis) results for 2 unconnected molecules or ions with the total composition C3H9S.

The geometry in XYZ format:
```
13
C3H9S the ωB97M-V functional and the def2-TZVPD basis
C -0.561 1.056 -2.473
C -0.150 -0.425 -2.692
H 0.180 1.757 -2.837
H -1.457 1.123 -3.102
H -0.875 1.204 -1.445
H -0.177 -0.642 -3.761
H -0.927 -1.041 -2.242
H 0.806 -0.669 -2.239
C 0.113 -0.941 2.716
S 0.355 0.209 1.274
H 0.008 -1.970 2.370
H -0.831 -0.720 3.220
H 0.969 -0.859 3.382
```

Calculated values
electronic energy	-517.89092	Eh
relative energy (zero: lowest compared OMol25 entry of this formula, charge and spin)	60.5	kJ/mol
2S+1	1
Kohn-Sham gap	6.2	eV
charge	-1

Want to see where the charge sits? The Löwdin charges in e are: -0.179, -0.190, 0.049, 0.048, 0.022, 0.043, 0.053, 0.047, -0.736, -0.057, -0.033, -0.031, -0.035

---

No. 2
DFT (the ωB97M-V functional and the def2-TZVPD basis) results for a molecular structure, C3H9S.

The geometry in XYZ format:
```
13
C3H9S the ωB97M-V functional and the def2-TZVPD basis
C 3.884 0.871 -1.616
C 3.160 -0.423 -1.345
H 3.758 1.528 -0.770
H 3.457 1.391 -2.456
H 4.978 0.752 -1.805
H 2.583 -0.336 -0.407
H 2.424 -0.792 -2.069
H 3.894 -1.228 -1.212
C -2.376 -0.651 2.558
S -2.614 0.103 0.254
H -1.359 -0.381 2.684
H -3.140 0.084 2.626
H -2.678 -1.663 2.543
```

Calculated values
electronic energy	-517.82062	Eh
relative energy (zero: lowest compared OMol25 entry of this formula, charge and spin)	245.0	kJ/mol
2S+1	1
Kohn-Sham gap	5.7	eV
charge	-1

Want to see where the charge sits? The Löwdin charges in e are: -0.187, -0.181, 0.053, 0.050, 0.069, 0.073, 0.066, 0.056, -0.283, -0.456, -0.073, -0.117, -0.069

---

No. 3
DFT (the ωB97M-V functional and the def2-TZVPD basis) results for 2 unconnected molecules or ions with the total composition C3H9S3.

The geometry in XYZ format:
```
15
C3H9S3 the ωB97M-V functional and the def2-TZVPD basis
C -0.563 2.442 0.836
C -1.318 1.149 1.094
S -1.841 0.354 -0.471
S -0.867 -1.471 -0.419
H -1.169 3.136 0.258
H 0.352 2.221 0.290
H -0.291 2.914 1.780
H -2.219 1.323 1.678
H -0.693 0.435 1.614
H 0.463 -0.906 -0.549
C 2.874 -1.555 0.118
S 2.204 0.035 -0.491
H 2.397 -1.852 1.057
H 2.710 -2.359 -0.604
H 3.942 -1.456 0.297
```

Calculated values
electronic energy	-1314.29986	Eh
relative energy (zero: lowest compared OMol25 entry of this formula, charge and spin)	9.1	kJ/mol
2S+1	1
Kohn-Sham gap	6.4	eV
charge	-1

Want to see where the charge sits? The Löwdin charges in e are: -0.202, -0.631, 0.325, 0.123, 0.054, 0.024, 0.061, 0.044, 0.041, -0.315, -0.666, 0.177, -0.006, -0.007, -0.021

---

No. 4
DFT (the ωB97M-V functional and the def2-TZVPD basis) results for a molecular structure, C3HBiO2.

The geometry in XYZ format:
```
7
C3HBiO2 the ωB97M-V functional and the def2-TZVPD basis
O 0.253 1.023 -0.957
O -1.135 -0.532 -0.305
C -0.037 0.082 -0.162
Bi -1.530 0.665 -1.943
C 1.588 -0.519 1.851
C 0.866 -0.279 0.912
H 2.423 -0.737 2.499
```

Calculated values
electronic energy	-479.12416	Eh
relative energy (zero: lowest compared OMol25 entry of this formula, charge and spin)	33.3	kJ/mol
2S+1	1
Kohn-Sham gap	6.1	eV
charge	+2

Want to see where the charge sits? The Löwdin charges in e are: -0.114, -0.116, -0.658, 2.345, 0.340, 0.088, 0.114

---

No. 5
DFT (the ωB97M-V functional and the def2-TZVPD basis) results for a molecular structure, C3HBr3.

The geometry in XYZ format:
```
7
C3HBr3 the ωB97M-V functional and the def2-TZVPD basis
C 0.650 0.379 0.145
C 0.022 1.481 -0.385
C 0.004 -0.940 0.214
Br -1.561 2.186 0.030
Br 0.953 -2.541 -0.005
Br -1.793 -1.084 -0.021
H 1.726 0.518 0.023
```

Calculated values
electronic energy	-7836.79086	Eh
relative energy (zero: lowest compared OMol25 entry of this formula, charge and spin)	119.5	kJ/mol
2S+1	1
Kohn-Sham gap (alpha / beta)	6.9 / 7.4	eV
charge	0

Want to see where the charge sits? The Löwdin charges in e are: -0.375, -0.608, -1.236, 0.730, 0.683, 0.714, 0.093

---

No. 6
DFT (the ωB97M-V functional and the def2-TZVPD basis) results for a single C3HBrClNO4 molecule.

The geometry in XYZ format:
```
11
C3HBrClNO4 the ωB97M-V functional and the def2-TZVPD basis
N -0.274 -1.500 -2.748
C -0.078 -0.829 -1.834
O 0.314 -0.026 -0.886
C -0.643 0.412 0.091
O -1.217 1.572 -0.288
Br -2.043 -0.891 0.381
O 0.102 0.644 1.249
C 1.240 -0.070 1.505
O 2.300 0.434 1.596
Cl 0.966 -1.739 1.898
H -0.668 1.992 -0.965
```

Calculated values
electronic energy	-3504.79890	Eh
relative energy (zero: lowest compared OMol25 entry of this formula, charge and spin)	0.0	kJ/mol
SMILES	N#CO[C@@](O)(Br)OC(=O)Cl
2S+1	1
Kohn-Sham gap	11.5	eV
charge	0

Want to see where the charge sits? The Löwdin charges in e are: 0.198, -0.375, 0.024, -0.948, 0.057, 0.888, -0.013, -0.879, 0.139, 0.764, 0.145

---

Question: Number 6 is which compound?
Answer: C3HBrClNO4

---

Question: charge of number 3 (C3H9S3)?
Answer: -1

---

Question: What is the electronic energy in the second record?
Answer: -517.82062 Eh

---

Question: Which value of relative energy (zero: lowest compared OMol25 entry of this formula, charge and spin) does entry 5 give?
Answer: 119.5 kJ/mol